[1]
{"formula": "C4H8N3OS", "method": "the ωB97M-V functional and the def2-TZVPD basis", "e_tot_ha": -794.65440, "smiles": "[NH2+]=C1CC=N[C@@](O)(S)N1", "spin_multiplicity": 1, "de_lowest_kcal_mol": 25.6, "total_charge": 1, "gap_ha": 0.3574, "e_homo_ev": -13.23, "species": ["N", "C", "C", "C", "N", "C", "O", "S", "N", "H", "H", "H", "H", "H", "H", "H", "H"], "xyz": [[-1.2738, -0.3877, 2.0632], [-0.5523, -0.1822, 0.9759], [0.1892, 1.1520, 0.8963], [0.4820, 1.5470, -0.4891], [0.4330, 0.6886, -1.4419], [0.1956, -0.6885, -1.2688], [-0.4512, -1.2435, -2.2935], [1.9036, -1.3434, -1.0625], [-0.5161, -0.9947, 0.0011], [-1.0042, 0.1471, 2.9356], [-1.6491, -1.3154, 2.1354], [1.1121, 1.0643, 1.4518], [-0.4106, 1.7857, 1.5714], [0.9641, 2.5451, -0.5660], [-0.5560, -0.5778, -2.9535], [2.3753, -0.4659, -1.8550], [-1.2415, -1.7306, -0.1005]], "forces_ev_per_a": [[0.726, 0.526, 1.153], [0.780, 2.557, 1.464], [-1.074, -1.456, 1.658], [0.426, -0.760, -0.767], [0.189, 2.710, 0.123], [1.648, 0.606, 1.544], [-0.979, -1.212, 0.246], [-0.535, -1.885, 1.511], [-1.522, -1.992, -2.285], [-0.820, -1.064, -1.489], [-0.367, -0.184, 0.717], [0.677, -0.254, 0.073], [0.177, 0.521, -0.909], [-0.803, -0.582, -0.764], [-0.247, 0.789, -1.115], [0.890, 1.309, -1.382], [0.835, 0.370, 0.222]], "lowdin_charge": [0.213, -0.325, -0.052, -0.085, 0.075, -0.885, 0.062, 0.899, 0.170, 0.180, 0.134, 0.144, 0.143, 0.152, 0.117, -0.146, 0.204]}

[2]
{"formula": "HO2P", "method": "the ωB97M-V functional and the def2-TZVPD basis", "e_tot_ha": -492.17632, "spin_multiplicity": 3, "de_lowest_kcal_mol": 54.3, "gap_ha": [0.2762, 0.3417], "s_squared": 2.00, "e_homo_ev": [-7.83, -10.95], "species": ["O", "O", "P", "H"], "xyz": [[-0.9456, 0.7334, 0.1045], [-1.1597, -0.4410, -0.7661], [-0.1199, -0.6033, 0.4803], [2.2253, 0.3108, 0.1812]], "forces_ev_per_a": [[-0.016, 1.334, 0.253], [-0.573, -0.697, -0.644], [-0.025, -0.988, 0.359], [0.613, 0.351, 0.032]], "lowdin_spin": [0.134, 0.129, 0.855, 0.882]}

[3]
{"formula": "C4H3BrN2O2S", "method": "the ωB97M-V functional and the def2-TZVPD basis", "e_tot_ha": -3386.26696, "spin_multiplicity": 1, "de_lowest_kcal_mol": 0.0, "gap_ha": [0.2667, 0.2668], "e_homo_ev": [-8.33, -8.33], "species": ["C", "C", "C", "C", "N", "N", "O", "O", "S", "Br", "H", "H", "H"], "xyz": [[0.1371, 0.9622, 0.1581], [-0.7818, -0.0336, -0.3803], [2.1193, -1.1085, 0.2007], [-2.1697, 0.4001, -0.4697], [-0.3850, -1.1998, -0.7398], [1.7309, 0.1812, 0.4580], [0.0469, 2.0816, 0.4551], [2.3582, 0.8516, 1.2856], [1.0159, -2.0237, -0.6972], [3.5458, -1.8224, 1.1883], [-2.9385, 0.0217, 0.3834], [-2.0464, 1.5369, -0.4658], [-2.6327, 0.1528, -1.3765]], "forces_ev_per_a": [[1.583, -1.689, -0.137], [1.462, -0.872, 0.536], [-1.054, 2.969, 0.747], [-1.890, 1.988, 2.304], [0.311, -0.836, -0.346], [-0.216, -0.857, 0.712], [0.480, 0.056, 0.198], [0.196, 0.638, -0.143], [-1.191, -0.429, -0.556], [-0.358, 0.053, -0.510], [2.179, 0.984, -1.699], [-1.029, -1.399, 0.288], [-0.472, -0.609, -1.393]], "lowdin_charge": [-0.204, -0.383, -1.039, -0.035, -0.261, -0.236, 0.208, -0.109, 0.970, 0.777, 0.152, 0.104, 0.057]}